(1)
ORCA calculation (ωB97M-V/def2-TZVPD) on an isolated ion of composition C27H36N3 and charge +1 at a distorted geometry.

Structure (XYZ):
```
66
C27H36N3 ωB97M-V/def2-TZVPD
C -3.648 -2.305 2.121
C -2.847 -2.075 0.869
C -2.967 -2.919 -0.240
C -2.084 -2.808 -1.324
C -0.995 -1.934 -1.236
C 0.241 -2.006 -2.156
C 1.512 -2.236 -1.340
C 1.937 -1.229 -0.266
N 2.565 -0.102 -0.603
C 2.945 0.220 -1.969
C 2.812 0.961 0.358
C 3.023 0.424 1.744
C 1.963 -0.578 2.094
N 1.756 -1.535 1.022
C 1.165 -2.792 1.461
C 0.191 -3.094 -3.209
C 0.537 -3.058 -4.573
C 0.663 -1.940 -5.608
C -0.726 -1.361 -5.881
C 1.226 -2.509 -6.918
C 1.589 -0.838 -5.106
N 0.690 -4.343 -5.001
C 0.438 -5.246 -3.980
C 0.631 -6.621 -3.947
C 0.372 -7.270 -2.732
C -0.056 -6.547 -1.604
C -0.212 -5.156 -1.640
C 0.078 -4.485 -2.837
C -1.059 -0.913 -0.273
C -1.957 -0.995 0.787
H -3.389 -1.558 2.877
H -4.727 -2.225 1.947
H -3.459 -3.297 2.552
H -3.737 -3.696 -0.250
H -2.240 -3.431 -2.212
H 0.302 -1.035 -2.666
H 2.371 -2.364 -2.010
H 1.417 -3.210 -0.847
H 3.489 -0.603 -2.456
H 2.083 0.503 -2.591
H 3.613 1.086 -1.919
H 1.959 1.660 0.350
H 3.699 1.501 0.020
H 2.960 1.254 2.449
H 4.017 -0.023 1.843
H 1.011 -0.067 2.317
H 2.257 -1.153 2.976
H 1.593 -3.649 0.926
H 1.416 -2.914 2.519
H 0.069 -2.800 1.357
H -1.198 -0.990 -4.962
H -0.647 -0.528 -6.594
H -1.391 -2.113 -6.323
H 2.206 -2.977 -6.770
H 0.542 -3.229 -7.381
H 1.355 -1.691 -7.639
H 2.501 -1.259 -4.663
H 1.891 -0.188 -5.941
H 1.097 -0.200 -4.363
H 1.023 -4.642 -5.914
H 0.936 -7.149 -4.850
H 0.504 -8.348 -2.666
H -0.234 -7.077 -0.667
H -0.580 -4.620 -0.761
H -0.410 -0.038 -0.374
H -1.934 -0.248 1.589
```

Computed properties:
Net charge = +1
Total energy = -33048.812 eV
HOMO-LUMO gap = 7.721 eV
LUMO level = -0.0864 Eh
SMILES = Cc1ccc([C@@H](CC2=[N+](C)CCCN2C)c2c(C(C)(C)C)[nH]c3ccccc23)cc1
Energy relative to the best compared isomer or geometry (same formula, charge and spin) = 0.0 kcal per mole
Spin multiplicity = 1

=====

(2)
ORCA calculation (ωB97M-V/def2-TZVPD) on C19H32N2O5 in the gas phase.

Structure (XYZ):
```
58
C19H32N2O5 ωB97M-V/def2-TZVPD
C -0.261 0.515 3.793
C -0.084 -0.962 4.123
C -1.395 -1.630 4.518
O 0.420 -1.640 2.959
C 1.732 -1.886 2.899
O 2.500 -1.701 3.803
C 2.129 -2.545 1.586
C 1.543 -1.870 0.337
C 2.511 -2.105 -0.877
N 2.188 -1.396 -2.075
C 1.519 -2.104 -3.143
C 1.880 -0.014 -1.872
C 0.888 0.288 -0.700
C 0.785 1.805 -0.475
C 0.023 2.490 -1.585
O 0.355 2.519 -2.743
O -1.091 3.049 -1.114
C -1.940 3.746 -2.044
C -1.448 5.179 -2.210
C -3.355 3.682 -1.489
C -0.512 -0.295 -0.935
N -0.495 -1.734 -1.070
C -1.822 -2.255 -1.314
C 0.130 -2.398 0.056
C 1.495 -0.376 0.508
O 1.964 0.219 1.450
H -1.026 0.641 3.030
H -0.554 1.063 4.685
H 0.677 0.917 3.418
H 0.660 -1.077 4.921
H -2.117 -1.542 3.709
H -1.797 -1.150 5.405
H -1.235 -2.684 4.729
H 1.806 -3.588 1.627
H 3.219 -2.524 1.556
H 2.554 -3.175 -1.089
H 3.506 -1.780 -0.542
H 0.476 -2.352 -2.928
H 2.072 -3.023 -3.342
H 1.560 -1.487 -4.039
H 1.480 0.417 -2.790
H 2.812 0.515 -1.625
H 0.283 2.002 0.474
H 1.792 2.224 -0.427
H -1.878 3.225 -3.009
H -1.450 5.688 -1.249
H -2.095 5.714 -2.899
H -0.436 5.180 -2.609
H -3.396 4.182 -0.525
H -4.042 4.171 -2.173
H -3.663 2.648 -1.358
H -0.922 0.119 -1.862
H -1.163 0.028 -0.099
H -1.760 -3.330 -1.481
H -2.231 -1.787 -2.209
H -2.511 -2.071 -0.475
H 0.189 -3.465 -0.183
H -0.468 -2.283 0.975
```

Computed properties:
Total energy = -33440.867 eV
HOMO-LUMO gap = 8.754 eV
LUMO level = 0.0229 Eh
SMILES = CC(C)OC(=O)C[C@]12CN(C)C[C@](CC(=O)OC(C)C)(CN(C)C1)C2=O
Energy relative to the best compared isomer or geometry (same formula, charge and spin) = 53.5 kcal per mole
Spin multiplicity = 1

=====

(3)
ORCA calculation (ωB97M-V/def2-TZVPD) on C2H6ClN5 in the gas phase at a distorted geometry.

Structure (XYZ):
```
14
C2H6ClN5 ωB97M-V/def2-TZVPD
H -2.198 2.084 1.410
N -1.115 2.038 1.381
C -0.530 1.207 0.625
N 0.864 1.356 0.521
N -0.978 0.143 -0.094
Cl -2.679 -0.232 0.006
C 0.016 -1.202 -0.181
N -0.141 -1.843 -1.378
N 0.879 -1.612 0.538
H 1.351 -1.327 1.356
H 1.312 2.085 0.989
H 1.288 1.180 -0.321
H 0.515 -2.558 -1.443
H -0.871 -1.576 -2.006
```

Computed properties:
Total energy = -22141.923 eV
HOMO-LUMO gap = 9.371 eV
LUMO level = 0.0193 Eh
SMILES = [H]/N=C(/N)N(Cl)/C(N)=N\[H]
Spin multiplicity = 1

=====

(4)
ORCA calculation (ωB97M-V/def2-TZVPD) on C32H52AlBrNO21S as an isolated structure at a distorted geometry.

Structure (XYZ):
```
109
C32H52AlBrNO21S ωB97M-V/def2-TZVPD
O 8.014 -3.333 1.217
C 6.879 -3.400 0.818
Br 5.576 -4.357 1.953
C 6.517 -2.767 -0.573
Al 5.057 -1.371 -0.298
N 4.453 -1.234 1.523
C 4.430 -0.097 1.913
S 3.988 1.483 2.092
O 5.226 0.299 -1.055
C 3.838 0.588 -1.347
C 2.923 -0.682 -1.655
C 1.792 -1.104 -0.628
C 0.775 0.041 -0.247
C -0.149 -0.340 1.005
C -0.671 -1.832 0.774
C -0.039 -2.967 1.478
C -0.450 -4.378 1.270
C -1.539 -4.596 0.284
C -2.195 -3.464 -0.414
C -1.787 -2.067 -0.201
O 3.817 -1.834 -1.604
H 7.418 -2.415 -1.135
H 6.063 -3.620 -1.169
H 3.944 1.053 -2.387
H 3.384 1.461 -0.786
H 2.415 -0.773 -2.655
H 1.241 -1.973 -1.102
H 2.200 -1.522 0.343
H 0.122 0.252 -1.144
H 1.287 1.002 0.065
H -1.050 0.324 1.087
H 0.418 -0.336 1.974
H 0.803 -2.794 2.191
H 0.026 -5.243 1.786
H -1.908 -5.625 0.037
H -3.017 -3.636 -1.161
H -2.227 -1.178 -0.709
C 10.098 -4.598 2.505
O 11.287 -5.238 2.021
C 12.423 -4.663 2.416
O 12.521 -3.689 3.118
O 13.447 -5.360 1.892
C 14.733 -4.852 2.235
H 9.245 -5.149 2.122
H 10.067 -4.624 3.596
H 10.038 -3.576 2.143
H 14.885 -4.886 3.315
H 14.858 -3.834 1.861
H 15.477 -5.490 1.760
C -5.646 3.336 0.076
O -5.784 3.106 1.479
C -4.950 2.181 1.970
O -4.134 1.558 1.340
O -5.184 2.067 3.283
C -4.356 1.108 3.945
H -6.368 4.102 -0.205
H -4.645 3.701 -0.158
H -5.867 2.428 -0.487
H -3.304 1.386 3.864
H -4.522 0.109 3.538
H -4.634 1.103 4.998
C -6.140 -0.608 1.109
O -7.381 -0.730 0.409
C -8.302 -1.459 1.047
O -8.167 -1.993 2.118
O -9.406 -1.492 0.286
C -10.481 -2.242 0.849
H -5.472 0.001 0.506
H -6.288 -0.108 2.067
H -5.679 -1.586 1.254
H -10.800 -1.807 1.797
H -10.194 -3.286 0.982
H -11.315 -2.199 0.150
C -3.773 -2.361 -4.970
O -2.620 -2.768 -5.703
C -1.487 -2.160 -5.324
O -1.385 -1.337 -4.451
O -0.490 -2.627 -6.082
C 0.788 -2.061 -5.782
H -4.625 -2.915 -5.361
H -3.661 -2.599 -3.911
H -3.961 -1.294 -5.106
H 1.079 -2.288 -4.755
H 0.781 -0.983 -5.950
H 1.515 -2.512 -6.455
C -5.377 5.709 3.287
O -4.730 6.443 2.246
C -3.864 7.366 2.679
O -3.606 7.610 3.830
O -3.335 7.974 1.609
C -2.385 8.991 1.923
H -6.049 4.994 2.820
H -4.646 5.157 3.880
H -5.964 6.374 3.921
H -1.535 8.570 2.463
H -2.853 9.788 2.502
H -2.026 9.409 0.984
C -0.273 1.734 -3.661
O -0.230 2.652 -2.569
C -0.286 3.938 -2.923
O -0.368 4.362 -4.049
O -0.236 4.678 -1.806
C -0.287 6.084 -2.033
H -0.222 0.728 -3.250
H -1.210 1.834 -4.212
H 0.582 1.881 -4.323
H -1.224 6.362 -2.518
H 0.567 6.409 -2.630
H -0.239 6.576 -1.063
```

Computed properties:
Net charge = -1
Total energy = -165993.248 eV
HOMO-LUMO gap = 7.435 eV
LUMO level = 0.0640 Eh
Spin multiplicity = 1

=====

(5)
ORCA calculation (ωB97M-V/def2-TZVPD) on an isolated ion of composition C7H17N2O2 and charge +1 at a distorted geometry.

Structure (XYZ):
```
28
C7H17N2O2 ωB97M-V/def2-TZVPD
C 0.481 -1.287 -0.370
C 1.068 1.516 -1.049
C -1.392 0.850 -1.211
C -0.610 2.257 0.788
C -0.658 -1.110 2.627
C 0.005 -0.018 0.650
C -0.240 1.197 -0.234
N -0.506 -2.074 -0.716
N 1.686 -1.446 -0.743
O 2.089 -2.551 -1.514
O -1.017 -0.385 1.449
H 1.910 1.157 -0.305
H 1.074 2.554 -1.259
H 1.064 0.949 -1.990
H -2.282 0.527 -0.748
H -1.744 1.705 -1.731
H -1.133 0.136 -2.102
H -0.375 3.271 0.361
H -1.720 2.075 0.961
H 0.004 2.015 1.708
H 0.302 -0.669 3.031
H -0.665 -2.164 2.446
H -1.370 -0.903 3.351
H 0.970 0.071 1.305
H -1.538 -1.867 -0.558
H -0.409 -2.739 -1.385
H 2.277 -0.635 -0.507
H 2.730 -2.434 -2.254
```

Computed properties:
Net charge = +1
Total energy = -14594.925 eV
HOMO-LUMO gap (spin up / spin down) = 6.052 / 5.758 eV
LUMO level (spin up / spin down) = -0.1241 / -0.2901 Eh
<S²> = 2.01
Spin multiplicity = 3

=====

(6)
ORCA calculation (ωB97M-V/def2-TZVPD) on C25H45N2P3SSeW as an isolated structure at a distorted geometry.

Structure (XYZ):
```
78
C25H45N2P3SSeW ωB97M-V/def2-TZVPD
W -0.811 0.044 -0.251
P -1.026 -1.624 1.365
P 1.732 -1.227 -0.833
P -2.549 1.561 0.598
H 0.582 -1.315 -3.262
C 0.140 -0.368 -2.858
C 0.394 0.868 -3.388
H 1.362 1.343 -3.407
C -1.890 -3.088 0.687
C 0.365 -2.375 2.286
C -2.066 -1.190 2.800
C 2.930 -0.399 -1.958
C 3.013 -1.535 0.457
C 1.536 -2.911 -1.522
C -2.773 2.865 -0.660
C -1.901 2.334 2.069
C -4.200 0.945 0.966
H -0.816 -0.657 -2.352
H -0.430 1.483 -3.802
H -1.914 -3.866 1.465
H -1.367 -3.477 -0.199
H -2.915 -2.816 0.403
H -0.062 -2.884 3.158
H 1.062 -1.612 2.650
H 0.888 -3.117 1.675
H -2.064 -2.068 3.453
H -3.091 -0.967 2.502
H -1.647 -0.345 3.353
H 3.856 -0.994 -1.987
H 3.164 0.604 -1.583
H 2.559 -0.307 -2.977
H 3.657 -2.340 0.080
H 2.598 -1.853 1.418
H 3.641 -0.657 0.611
H 2.522 -3.305 -1.778
H 0.914 -2.925 -2.421
H 1.050 -3.571 -0.792
H -3.278 3.648 -0.074
H -3.401 2.501 -1.500
H -1.795 3.208 -1.070
H -2.359 3.335 2.106
H -0.796 2.433 2.063
H -2.212 1.758 2.947
H -4.912 1.721 0.678
H -4.308 0.779 2.045
H -4.504 0.029 0.448
C -3.741 -0.026 -3.145
C -4.938 -0.692 -3.588
C -5.428 -0.559 -4.896
C -4.751 0.298 -5.799
C -3.672 1.078 -5.336
C -3.200 0.931 -4.016
S -3.059 -0.741 -1.677
H -1.877 0.992 -1.075
H -5.437 -1.358 -2.871
H -6.336 -1.111 -5.216
H -5.083 0.338 -6.836
H -3.224 1.817 -6.009
H -2.371 1.527 -3.654
C 4.261 2.547 0.624
N 3.467 1.960 1.707
C 2.184 1.522 1.608
Se 0.971 1.693 -0.023
N 1.907 0.893 2.778
C 3.060 0.773 3.572
C 3.393 -0.243 4.464
C 4.743 -0.543 4.643
C 5.755 0.209 4.009
C 5.416 1.279 3.136
C 4.050 1.485 2.908
H 4.534 1.809 -0.141
H 5.177 2.944 1.061
H 3.689 3.348 0.154
H 1.003 0.474 2.976
H 2.603 -0.789 4.966
H 5.056 -1.380 5.284
H 6.810 -0.040 4.161
H 6.161 1.899 2.626
```

Computed properties:
Net charge = +4
Total energy = -135463.945 eV
HOMO-LUMO gap (spin up / spin down) = 4.885 / 4.972 eV
LUMO level (spin up / spin down) = -0.5212 / -0.5184 Eh
<S²> = 2.09
Spin multiplicity = 3

=====

(7)
ORCA calculation (ωB97M-V/def2-TZVPD) on a 2-piece molecular cluster, C3H7NO3 overall at a distorted geometry.

Structure (XYZ):
```
14
C3H7NO3 ωB97M-V/def2-TZVPD
C 0.702 -0.181 -0.686
C -1.700 -0.364 -0.743
C -0.570 0.056 1.376
N -0.409 -0.245 -0.030
O 1.231 -0.345 -1.694
O 3.333 0.325 0.027
O 2.121 0.636 0.584
H -2.343 -0.916 -0.200
H -2.305 0.481 -1.129
H -1.335 -0.951 -1.720
H 0.306 0.050 1.871
H -1.061 1.020 1.379
H -1.392 -0.678 1.660
H 3.422 1.113 -0.693
```

Computed properties:
Total energy = -10851.493 eV
HOMO-LUMO gap (spin up / spin down) = 8.857 / 8.858 eV
LUMO level (spin up / spin down) = 0.0207 / 0.0207 Eh
Energy relative to the best compared isomer or geometry (same formula, charge and spin) = 158.5 kcal per mole
Spin multiplicity = 1

=====

(8)
ORCA calculation (ωB97M-V/def2-TZVPD) on a 2-piece molecular cluster, C4H13NO2 overall at a distorted geometry.

Structure (XYZ):
```
20
C4H13NO2 ωB97M-V/def2-TZVPD
N 0.844 -1.620 -2.590
C 1.469 -0.679 -1.677
C 0.532 0.335 -1.060
C -0.426 -0.256 -0.028
C 0.136 -0.422 1.352
O 0.309 0.884 1.890
H -0.156 -1.537 -2.673
H 1.197 -2.552 -2.552
H 2.261 -0.150 -2.249
H 2.133 -1.110 -0.922
H 1.071 1.148 -0.568
H 0.011 0.855 -1.862
H -1.195 0.524 0.043
H -0.875 -1.137 -0.424
H -0.540 -1.000 1.965
H 1.135 -0.873 1.256
H 1.095 1.048 2.415
O -2.916 2.510 2.771
H -3.425 2.431 1.955
H -2.660 1.600 2.957
```

Computed properties:
Total energy = -9943.151 eV
HOMO-LUMO gap = 9.627 eV
LUMO level = 0.0292 Eh
SMILES = NCCCCO.O
Energy relative to the best compared isomer or geometry (same formula, charge and spin) = 24.1 kcal per mole
Spin multiplicity = 1

=====

(9)
ORCA calculation (ωB97M-V/def2-TZVPD) on C6H6Br18 as an isolated structure at a distorted geometry.

Structure (XYZ):
```
30
C6H6Br18 ωB97M-V/def2-TZVPD
C -0.076 0.271 1.342
Br -0.637 1.491 2.871
Br 0.920 -1.230 2.046
Br 0.938 1.293 -0.011
H -0.955 -0.174 0.874
C -0.034 1.643 -2.248
Br 0.649 -0.240 -2.305
Br -1.928 2.010 -1.799
Br 0.483 2.621 -3.923
H 0.566 2.209 -1.535
C 1.968 -2.055 -0.069
Br 0.385 -3.248 0.286
Br 2.657 -2.132 -1.987
Br 3.369 -2.391 1.175
H 1.731 -0.999 0.066
C -2.840 -1.238 -1.601
Br -3.887 -0.099 -0.494
Br -1.072 -1.440 -0.701
Br -2.647 -0.364 -3.318
H -3.348 -2.192 -1.744
C -1.621 -2.315 1.969
Br -0.292 -3.654 2.589
Br -2.019 -1.012 3.411
Br -3.326 -3.042 1.312
H -1.225 -1.640 1.211
C 2.460 3.471 0.620
Br 4.313 4.015 1.038
Br 2.246 3.039 -1.232
Br 1.082 4.810 0.976
H 2.138 2.593 1.181
```

Computed properties:
Total energy = -1267065.208 eV
HOMO-LUMO gap = 7.156 eV
LUMO level = -0.0396 Eh
Energy relative to the best compared isomer or geometry (same formula, charge and spin) = 380.6 kcal per mole
Spin multiplicity = 1

=====

(10)
ORCA calculation (ωB97M-V/def2-TZVPD) on C16H16N4O2S2 in the gas phase at a distorted geometry.

Structure (XYZ):
```
40
C16H16N4O2S2 ωB97M-V/def2-TZVPD
C -1.875 -2.198 2.286
C -2.366 -3.036 1.398
C -1.937 -3.049 -0.120
N -3.073 -2.681 -0.998
C -3.485 -1.315 -1.135
C -2.770 -0.031 -0.889
C -3.347 1.146 -0.491
S -2.101 2.459 -0.359
C -0.897 1.151 -0.804
C 0.498 1.509 -0.802
C 1.442 0.859 -1.619
C 2.764 0.729 -1.330
C 3.311 1.340 -0.216
O 4.687 1.206 -0.042
C 5.021 0.750 1.256
C 2.396 2.199 0.562
O 3.001 3.014 1.460
C 3.908 3.963 0.998
C 0.992 2.099 0.323
N -1.433 -0.024 -1.040
N -4.749 -1.242 -1.598
N -5.088 -2.505 -1.817
C -4.093 -3.405 -1.539
S -4.278 -5.091 -1.561
H -1.210 -1.271 2.222
H -2.144 -2.545 3.222
H -3.080 -3.726 1.765
H -0.997 -2.530 -0.145
H -1.562 -4.000 -0.435
H -4.413 1.292 -0.422
H 1.101 0.278 -2.374
H 3.497 0.256 -1.995
H 5.149 -0.273 1.086
H 4.270 0.913 2.025
H 5.957 1.181 1.668
H 3.829 4.013 0.010
H 4.917 3.693 1.321
H 3.757 5.006 1.442
H 0.348 2.699 0.981
H -5.950 -2.829 -2.295
```

Computed properties:
Total energy = -48573.309 eV
HOMO-LUMO gap = 7.569 eV
LUMO level = -0.0044 Eh
SMILES = C=CCn1c(-c2csc(-c3ccc(OC)c(OC)c3)n2)n[nH]c1=S
Energy relative to the best compared isomer or geometry (same formula, charge and spin) = 126.0 kcal per mole
Spin multiplicity = 1

=====

(11)
ORCA calculation (ωB97M-V/def2-TZVPD) on C4H9NOS2 in the gas phase at a distorted geometry.

Structure (XYZ):
```
17
C4H9NOS2 ωB97M-V/def2-TZVPD
N -1.630 -1.122 0.723
C -0.681 -0.034 0.844
C -0.487 0.870 -0.409
O -0.887 0.236 -1.588
C 1.037 0.837 -0.126
S 2.181 0.659 -1.509
C 0.855 -0.365 0.821
S 1.228 -1.994 0.125
H -1.938 -1.175 -0.285
H -2.426 -0.968 1.309
H -0.918 0.576 1.742
H -0.971 1.839 -0.375
H -0.127 -0.249 -1.972
H 1.322 1.711 0.444
H 2.104 1.933 -1.926
H 1.351 -0.254 1.776
H -0.014 -2.501 0.407
```

Computed properties:
Total energy = -29501.221 eV
HOMO-LUMO gap = 9.424 eV
LUMO level = 0.0225 Eh
SMILES = N[C@@H]1[C@H](O)[C@H](S)[C@@H]1S
Energy relative to the best compared isomer or geometry (same formula, charge and spin) = 29.1 kcal per mole
Spin multiplicity = 1